*one*
DFT (wB97M-V/def2-TZVPD) results for 11 unconnected molecules or ions with the total composition C42H109N3O14.

Last columns: bonded neighbours and bond lengths (Å).
Geometry (Å):
1 O -4.99692 7.64950 2.75307  C42 1.405, H90 0.960
2 O 0.93285 1.76943 7.32640  C32 1.370, C40 1.430
3 O -7.12194 -4.51081 -5.44945  C52 1.434, C54 1.402
4 O -4.26396 -3.45203 -1.12340  C46 1.403, H124 0.960
5 O 3.66459 -2.95006 -2.88706  C26 1.433, H158 0.960
6 O 3.57699 -2.15754 6.03174  C20 1.375, C50 1.443
7 O -5.58750 -0.22806 -4.16627  C23 1.394, C57 1.416
8 O 0.08128 4.57181 -1.47602  C28 1.395, H141 0.960
9 O 7.73849 1.58293 -5.89027  C21 1.426, C37 1.455
10 O 5.74865 1.76922 0.63337  C18 1.404, C31 1.397
11 O -8.25310 4.66593 1.93806  C56 1.420, H83 0.960
12 O -0.65382 -2.82679 -3.57980  C29 1.389, H163 0.960
13 O 5.86675 -5.07698 0.49007  C45 1.402, H121 0.960
14 O 0.91259 1.27635 1.20162  C24 1.427, H112 0.960
15 N 3.41712 0.29055 7.76615  C34 1.448, C39 1.460, H119 1.010
16 N -7.20022 -2.36372 -3.48207  C47 1.478, C48 1.430, H77 1.010
17 N 8.24885 1.80533 -2.15041  C51 1.460, C58 1.458, H168 1.010
18 C 5.69057 2.20370 1.96769  O10 1.404, H65 1.090, H110 1.090, H113 1.090
19 C -1.21058 0.34484 1.82144  C24 1.519, H108 1.090, H153 1.090, H166 1.090
20 C 4.49079 -1.80229 6.99600  O6 1.375, C39 1.583, H115 1.090, H144 1.090
21 C 7.53849 2.46860 -6.98978  O9 1.426, H84 1.090, H128 1.090, H152 1.090
22 C -3.20147 6.19903 2.72719  C42 1.494, H67 1.090, H98 1.090, H134 1.090
23 C -6.30825 -0.16536 -2.97514  O7 1.394, C47 1.551, H104 1.090, H123 1.090
24 C 0.25518 0.48862 2.19291  O14 1.427, C19 1.519, C55 1.530, H96 1.090
25 C -5.73408 -3.44100 0.76372  C46 1.501, H86 1.090, H111 1.090, H122 1.090
26 C 4.25476 -2.87957 -4.19105  O5 1.433, C36 1.521, C59 1.519, H72 1.090
27 C 5.99890 -3.05580 1.62373  C45 1.475, H79 1.090, H82 1.090, H131 1.090
28 C 0.85492 4.83503 -2.60721  O8 1.395, C35 1.507, C44 1.517, H93 1.090
29 C -0.72347 -3.49994 -4.79228  O12 1.389, C33 1.549, C43 1.526, H68 1.090
30 C -4.51208 -5.43288 0.17210  C46 1.490, H70 1.090, H80 1.090, H160 1.090
31 C 6.99800 1.97500 0.04359  O10 1.397, C51 1.574, H100 1.090, H165 1.090
32 C 0.18156 2.74873 6.73114  O2 1.370, H85 1.090, H91 1.090, H142 1.090
33 C -0.95709 -4.96914 -4.35986  C29 1.549, H109 1.090, H116 1.090, H129 1.090
34 C 2.72333 1.04916 8.78585  N15 1.448, C40 1.551, H62 1.090, H137 1.090
35 C 1.15050 3.58361 -3.39315  C28 1.507, H60 1.090, H103 1.090, H150 1.090
36 C 5.71897 -3.25137 -4.01386  C26 1.521, H61 1.090, H97 1.090, H145 1.090
37 C 7.86461 2.21678 -4.58678  O9 1.455, C58 1.556, H146 1.090, H149 1.090
38 C 6.89678 -5.12468 2.63576  C45 1.511, H81 1.090, H95 1.090, H155 1.090
39 C 3.75529 -1.06560 8.18841  N15 1.460, C20 1.583, H133 1.090, H167 1.090
40 C 2.04425 2.25443 8.08431  O2 1.430, C34 1.551, H69 1.090, H136 1.090
41 C -9.18413 3.05045 3.41451  C56 1.544, H76 1.090, H88 1.090, H151 1.090
42 C -3.63129 7.58657 3.07824  O1 1.405, C22 1.494, C49 1.497, H64 1.090
43 C -1.74311 -2.95455 -5.78804  C29 1.526, H120 1.090, H135 1.090, H157 1.090
44 C 0.14973 5.92987 -3.38497  C28 1.517, H71 1.090, H105 1.090, H161 1.090
45 C 5.81856 -4.51208 1.77267  O13 1.402, C27 1.475, C38 1.511, H89 1.090
46 C -4.44764 -3.94465 0.17762  O4 1.403, C25 1.501, C30 1.490, H143 1.090
47 C -7.60946 -0.96118 -3.25867  N16 1.478, C23 1.551, H102 1.090, H107 1.090
48 C -8.28047 -3.22296 -3.85544  N16 1.430, C54 1.515, H117 1.090, H154 1.090
49 C -3.34700 7.87917 4.51849  C42 1.497, H73 1.090, H75 1.090, H118 1.090
50 C 2.66769 -3.23388 6.34123  O6 1.443, H78 1.090, H101 1.090, H148 1.090
51 C 6.95477 1.64353 -1.49450  N17 1.460, C31 1.574, H63 1.090, H132 1.090
52 C -6.54604 -5.72414 -5.95108  O3 1.434, H138 1.090, H139 1.090, H156 1.090
53 C -6.91188 2.72419 2.31869  C56 1.529, H74 1.090, H92 1.090, H125 1.090
54 C -7.82358 -4.61560 -4.24043  O3 1.402, C48 1.515, H94 1.090, H106 1.090
55 C 1.03547 -0.82290 2.30101  C24 1.530, H114 1.090, H126 1.090, H164 1.090
56 C -7.88171 3.73030 2.93944  O11 1.420, C41 1.544, C53 1.529, H127 1.090
57 C -4.38452 0.51867 -4.19116  O7 1.416, H99 1.090, H159 1.090, H162 1.090
58 C 8.30617 1.21427 -3.48159  N17 1.458, C37 1.556, H130 1.090, H140 1.090
59 C 4.05886 -1.43080 -4.60452  C26 1.519, H66 1.090, H87 1.090, H147 1.090
60 H 0.19548 3.29213 -3.83026  C35 1.090
61 H 5.93099 -4.24048 -3.60791  C36 1.090
62 H 3.37352 1.41881 9.57877  C34 1.090
63 H 6.56534 0.64929 -1.71344  C51 1.090
64 H -3.10511 8.35382 2.51029  C42 1.090
65 H 6.36725 1.57868 2.55041  C18 1.090
66 H 4.26177 -0.70558 -3.81649  C59 1.090
67 H -3.55166 5.85804 1.75293  C22 1.090
68 H 0.28370 -3.51734 -5.20868  C29 1.090
69 H 2.72313 2.75064 7.39077  C40 1.090
70 H -4.82469 -5.78727 1.15433  C30 1.090
71 H 0.62537 6.01960 -4.36161  C44 1.090
72 H 3.68503 -3.57399 -4.80852  C26 1.090
73 H -3.79269 7.22574 5.26850  C49 1.090
74 H -6.66050 1.91570 3.00518  C53 1.090
75 H -3.61168 8.90810 4.76208  C49 1.090
76 H -8.99316 2.37512 4.24849  C41 1.090
77 H -6.59591 -2.20980 -4.27656  N16 1.010
78 H 2.16533 -3.43531 5.39510  C50 1.090
79 H 6.02668 -2.56355 2.59585  C27 1.090
80 H -5.27157 -5.75039 -0.54239  C30 1.090
81 H 6.60090 -6.17004 2.72398  C38 1.090
82 H 6.95445 -2.86629 1.13475  C27 1.090
83 H -7.51414 5.27807 1.90945  O11 0.960
84 H 8.34923 3.18117 -7.14154  C21 1.090
85 H -0.21780 3.54867 7.35463  C32 1.090
86 H -5.97521 -3.90972 1.71779  C25 1.090
87 H 4.56402 -1.08686 -5.50708  C59 1.090
88 H -9.89380 3.78556 3.79409  C41 1.090
89 H 4.80073 -4.68661 2.12148  C45 1.090
90 H -5.35914 8.36852 3.27596  O1 0.960
91 H 0.86851 3.31874 6.10561  C32 1.090
92 H -6.01265 3.19603 1.92265  C53 1.090
93 H 1.83223 5.20657 -2.29908  C28 1.090
94 H -7.19704 -5.15525 -3.53028  C54 1.090
95 H 6.80856 -4.73026 3.64806  C38 1.090
96 H 0.40037 1.05141 3.11501  C24 1.090
97 H 6.26014 -3.20589 -4.95894  C36 1.090
98 H -2.11444 6.20864 2.64740  C22 1.090
99 H -3.91444 0.32132 -5.15459  C57 1.090
100 H 7.31468 3.01727 0.08217  C31 1.090
101 H 1.89379 -2.90666 7.03555  C50 1.090
102 H -8.18622 -0.83521 -2.34238  C47 1.090
103 H 1.53629 2.72771 -2.83931  C35 1.090
104 H -5.69806 -0.46341 -2.12255  C23 1.090
105 H 0.20575 6.90028 -2.89177  C44 1.090
106 H -8.72152 -5.21711 -4.38181  C54 1.090
107 H -8.18534 -0.59982 -4.11065  C47 1.090
108 H -1.72177 -0.29196 2.54342  C19 1.090
109 H -1.90660 -4.98702 -3.82486  C33 1.090
110 H 4.68932 1.94501 2.31221  C18 1.090
111 H -6.51665 -3.56076 0.01449  C25 1.090
112 H 1.86080 1.23224 1.34499  O14 0.960
113 H 5.92883 3.25672 2.11760  C18 1.090
114 H 0.46994 -1.53085 2.90688  C55 1.090
115 H 4.99147 -2.65646 7.45187  C20 1.090
116 H -0.23132 -5.42210 -3.68444  C33 1.090
117 H -9.06290 -3.32263 -3.10313  C48 1.090
118 H -2.26815 7.94795 4.65792  C49 1.090
119 H 2.88208 0.33807 6.91082  N15 1.010
120 H -2.75043 -2.75199 -5.42419  C43 1.090
121 H 5.37839 -4.46809 -0.06882  O13 0.960
122 H -5.70312 -2.36626 0.94279  C25 1.090
123 H -6.64509 0.85203 -2.77626  C23 1.090
124 H -5.12797 -3.24313 -1.48595  O4 0.960
125 H -7.37687 2.21215 1.47626  C53 1.090
126 H 2.04411 -0.73915 2.70564  C55 1.090
127 H -7.37996 4.19602 3.78765  C56 1.090
128 H 7.61330 1.82388 -7.86549  C21 1.090
129 H -1.04334 -5.64635 -5.20959  C33 1.090
130 H 7.67252 0.32797 -3.51402  C58 1.090
131 H 5.20668 -2.63554 1.00416  C27 1.090
132 H 6.23362 2.23474 -2.05887  C51 1.090
133 H 2.80288 -1.52517 8.45263  C39 1.090
134 H -3.48590 5.43749 3.45333  C22 1.090
135 H -1.89234 -3.68261 -6.58539  C43 1.090
136 H 1.64944 3.02427 8.74734  C40 1.090
137 H 1.92814 0.47459 9.26087  C34 1.090
138 H -5.65183 -6.04401 -5.41615  C52 1.090
139 H -6.11221 -5.63467 -6.94702  C52 1.090
140 H 9.35296 0.93948 -3.61126  C58 1.090
141 H 0.46571 3.92945 -0.87503  O8 0.960
142 H -0.57472 2.31829 6.07474  C32 1.090
143 H -3.68236 -3.50976 0.82051  C46 1.090
144 H 5.27798 -1.21833 6.51913  C20 1.090
145 H 6.25040 -2.62932 -3.29362  C36 1.090
146 H 6.86991 2.62509 -4.40801  C37 1.090
147 H 3.01012 -1.30715 -4.87461  C59 1.090
148 H 3.20320 -4.11739 6.68873  C50 1.090
149 H 8.60384 3.01229 -4.68056  C37 1.090
150 H 1.77981 3.86948 -4.23599  C35 1.090
151 H -9.60817 2.47861 2.58910  C41 1.090
152 H 6.59024 3.00608 -6.98505  C21 1.090
153 H -1.79987 1.26154 1.79908  C19 1.090
154 H -8.73840 -2.69384 -4.69116  C48 1.090
155 H 7.91044 -5.05393 2.24132  C38 1.090
156 H -7.22884 -6.56520 -6.07162  C52 1.090
157 H -1.35268 -2.13463 -6.39086  C43 1.090
158 H 2.78825 -2.55978 -2.92317  O5 0.960
159 H -4.59769 1.57816 -4.04919  C57 1.090
160 H -3.54013 -5.87990 -0.03668  C30 1.090
161 H -0.87722 5.60389 -3.55000  C44 1.090
162 H -3.71161 0.14982 -3.41707  C57 1.090
163 H -1.49695 -2.92921 -3.13232  O12 0.960
164 H 1.13206 -1.35682 1.35566  C55 1.090
165 H 7.81477 1.49105 0.57911  C31 1.090
166 H -1.40694 -0.08048 0.83723  C19 1.090
167 H 4.36242 -1.00206 9.09144  C39 1.090
168 H 8.45092 2.79217 -2.22391  N17 1.010

Summary:
Molecular weight, u: 880.341
Structure (SMILES): COCCNCCOC.COCCNCCOC.COCCNCCOC.CC(C)O.CC(C)O.CC(C)O.CC(C)O.CC(C)O.CC(C)O.CC(C)O.CC(C)O
Charge: 0
Highest occupied orbital energy, Ha: -0.318
HOMO-LUMO gap, eV: 9.00

*two*
DFT (wB97M-V/def2-TZVPD) results for 11 unconnected molecules or ions with the total composition C42H109N3O14.

Last columns: bonded neighbours and bond lengths (Å).
Geometry (Å):
1 O 5.90695 7.18607 5.05609  C29 1.434, H160 0.960
2 O 8.75370 3.94381 6.96204  C47 1.417, H120 0.960
3 O 7.62039 6.69292 0.01910  C51 1.401, H164 0.960
4 O 3.17013 -0.95007 6.14474  C34 1.405, H130 0.960
5 O 4.45354 0.00311 -1.14214  C25 1.414, H97 0.960
6 O -1.13892 4.10869 0.56359  C18 1.449, C48 1.459
7 O 2.82627 6.59559 10.85114  C20 1.415, C41 1.405
8 O -2.96892 4.86134 -5.87740  C45 1.419, C55 1.433
9 O 3.85924 2.76322 8.83806  C21 1.445, C28 1.431
10 O 3.45139 3.11072 4.10024  C39 1.411, C44 1.433
11 O 5.85648 3.50249 14.17083  C46 1.403, H67 0.960
12 O -4.67482 0.08040 4.76860  C32 1.434, H80 0.960
13 O -1.17665 3.41712 9.13963  C24 1.417, C53 1.380
14 O -0.56961 7.81059 6.70917  C40 1.448, H149 0.960
15 N 2.56154 1.76914 6.37029  C31 1.471, C58 1.462, H146 1.010
16 N 0.49750 6.09422 8.79118  C26 1.461, C57 1.481, H134 1.010
17 N -1.87184 3.94129 -3.12264  C19 1.441, C38 1.425, H139 1.010
18 C -0.79724 4.11657 -0.84455  O6 1.449, C19 1.505, H86 1.090, H125 1.090
19 C -2.03070 3.95482 -1.69076  N17 1.441, C18 1.505, H78 1.090, H81 1.090
20 C 3.38119 6.45180 12.14474  O7 1.415, H121 1.090, H142 1.090, H167 1.090
21 C 2.89292 1.68923 8.83645  O9 1.445, C31 1.566, H64 1.090, H102 1.090
22 C 6.57045 1.15864 -0.77174  C25 1.567, H95 1.090, H119 1.090, H128 1.090
23 C 7.13199 2.58202 5.98519  C47 1.523, H73 1.090, H103 1.090, H123 1.090
24 C -1.59653 4.69451 8.69134  O13 1.417, C26 1.582, H101 1.090, H105 1.090
25 C 5.24663 0.60879 -0.13990  O5 1.414, C22 1.567, C52 1.515, H168 1.090
26 C -0.80119 5.85443 9.41575  N16 1.461, C24 1.582, H133 1.090, H147 1.090
27 C 5.19896 -0.92324 7.32872  C34 1.539, H68 1.090, H104 1.090, H111 1.090
28 C 3.32423 4.08569 8.94941  O9 1.431, H76 1.090, H148 1.090, H155 1.090
29 C 4.50805 7.15644 5.36988  O1 1.434, C35 1.550, C49 1.517, H126 1.090
30 C 7.73369 2.86785 12.80976  C46 1.592, H65 1.090, H66 1.090, H131 1.090
31 C 1.86237 1.80933 7.66352  N15 1.471, C21 1.566, H88 1.090, H100 1.090
32 C -3.45465 -0.48814 4.27557  O12 1.434, C43 1.567, C50 1.520, H132 1.090
33 C -0.75587 8.60074 4.44388  C40 1.546, H70 1.090, H77 1.090, H150 1.090
34 C 4.51482 -1.33382 6.01317  O4 1.405, C27 1.539, C59 1.523, H138 1.090
35 C 3.80412 6.64405 4.08748  C29 1.550, H63 1.090, H69 1.090, H145 1.090
36 C 6.91085 4.49678 0.81059  C51 1.549, H62 1.090, H91 1.090, H162 1.090
37 C 6.92088 3.35520 8.50518  C47 1.577, H89 1.090, H109 1.090, H118 1.090
38 C -3.01029 3.44844 -3.82315  N17 1.425, C45 1.568, H92 1.090, H135 1.090
39 C 4.50680 3.18284 3.16722  O10 1.411, H74 1.090, H112 1.090, H113 1.090
40 C 0.09695 7.76442 5.42494  O14 1.448, C33 1.546, C42 1.510, H151 1.090
41 C 1.60843 7.29383 10.78898  O7 1.405, C57 1.577, H61 1.090, H144 1.090
42 C 0.25934 6.29648 5.11202  C40 1.510, H96 1.090, H124 1.090, H152 1.090
43 C -3.80212 -1.99916 4.04769  C32 1.567, H75 1.090, H79 1.090, H161 1.090
44 C 2.47686 2.07063 3.94848  O10 1.433, C58 1.519, H110 1.090, H141 1.090
45 C -2.84624 3.53811 -5.38038  O8 1.419, C38 1.568, H99 1.090, H159 1.090
46 C 6.25248 3.45249 12.82623  O11 1.403, C30 1.592, C56 1.518, H117 1.090
47 C 7.36539 3.66969 7.02544  O2 1.417, C23 1.523, C37 1.577, H122 1.090
48 C 0.06346 3.92933 1.37072  O6 1.459, H106 1.090, H137 1.090, H165 1.090
49 C 4.30477 6.28309 6.59366  C29 1.517, H94 1.090, H127 1.090, H129 1.090
50 C -2.40007 -0.25068 5.34356  C32 1.520, H60 1.090, H72 1.090, H87 1.090
51 C 6.58763 5.74881 -0.04225  O3 1.401, C36 1.549, C54 1.580, H98 1.090
52 C 5.63675 -0.42290 0.89809  C25 1.515, H71 1.090, H90 1.090, H143 1.090
53 C -1.54571 2.48825 8.18749  O13 1.380, H82 1.090, H136 1.090, H153 1.090
54 C 5.25293 6.49043 0.36459  C51 1.580, H84 1.090, H156 1.090, H158 1.090
55 C -2.86449 4.93950 -7.30429  O8 1.433, H108 1.090, H114 1.090, H154 1.090
56 C 5.21487 2.58972 12.13052  C46 1.518, H85 1.090, H93 1.090, H140 1.090
57 C 1.07154 7.35796 9.30782  N16 1.481, C41 1.577, H163 1.090, H166 1.090
58 C 1.67798 2.05103 5.24022  N15 1.462, C44 1.519, H83 1.090, H116 1.090
59 C 5.16734 -0.75351 4.76577  C34 1.523, H107 1.090, H115 1.090, H157 1.090
60 H -2.40559 -0.98090 6.15279  C50 1.090
61 H 0.89544 6.74059 11.40026  C41 1.090
62 H 6.22229 3.69418 0.54635  C36 1.090
63 H 4.06439 5.62639 3.79642  C35 1.090
64 H 3.39586 0.74240 8.63977  C21 1.090
65 H 7.85617 2.01354 13.47554  C30 1.090
66 H 8.34975 3.65419 13.24593  C30 1.090
67 H 5.98100 2.59817 14.46798  O11 0.960
68 H 4.64130 -1.27607 8.19627  C27 1.090
69 H 2.73525 6.60277 4.29703  C35 1.090
70 H -1.05311 9.59468 4.77829  C33 1.090
71 H 4.87635 -0.92414 1.49698  C52 1.090
72 H -1.41582 -0.42188 4.90765  C50 1.090
73 H 7.24156 1.57934 6.39836  C23 1.090
74 H 5.03147 2.25087 2.95686  C39 1.090
75 H -4.62619 -2.07214 3.33798  C43 1.090
76 H 4.00196 4.89572 9.21895  C28 1.090
77 H -0.21555 8.68585 3.50105  C33 1.090
78 H -2.53970 3.07301 -1.30162  C19 1.090
79 H -2.94790 -2.57794 3.69641  C43 1.090
80 H -4.79769 -0.07862 5.70734  O12 0.960
81 H -2.70252 4.79042 -1.49442  C19 1.090
82 H -1.15335 1.51038 8.46661  C53 1.090
83 H 1.18877 3.02031 5.33639  C58 1.090
84 H 4.45777 5.74498 0.37574  C54 1.090
85 H 4.20162 2.93949 12.32822  C56 1.090
86 H -0.37471 5.08870 -1.09859  C18 1.090
87 H -2.41378 0.79152 5.66251  C50 1.090
88 H 1.21223 0.93448 7.66971  C31 1.090
89 H 7.67119 3.47715 9.28635  C37 1.090
90 H 6.33008 -1.14648 0.46934  C52 1.090
91 H 6.78384 4.67261 1.87879  C36 1.090
92 H -3.09455 2.37028 -3.68692  C38 1.090
93 H 5.27993 1.55340 12.46201  C56 1.090
94 H 3.34954 6.56388 7.03727  C49 1.090
95 H 6.35618 2.06496 -1.33812  C22 1.090
96 H -0.68325 5.80007 5.34267  C42 1.090
97 H 5.03133 0.00216 -1.90880  O5 0.960
98 H 6.41675 5.49394 -1.08817  C51 1.090
99 H -1.86403 3.14889 -5.64845  C45 1.090
100 H 1.39913 2.78366 7.81902  C31 1.090
101 H -2.63463 4.85171 8.98412  C24 1.090
102 H 2.45789 1.58387 9.83031  C21 1.090
103 H 6.15572 2.64807 5.50494  C23 1.090
104 H 5.39534 0.14892 7.32712  C27 1.090
105 H -1.66275 4.79151 7.60768  C24 1.090
106 H -0.21003 4.04827 2.41912  C48 1.090
107 H 4.56092 -0.92819 3.87703  C59 1.090
108 H -3.50847 4.25067 -7.85102  C55 1.090
109 H 6.09999 4.03073 8.74585  C37 1.090
110 H 2.89721 1.08435 3.75185  C44 1.090
111 H 6.12171 -1.49876 7.40233  C27 1.090
112 H 5.19837 3.93744 3.54194  C39 1.090
113 H 4.12856 3.56497 2.21907  C39 1.090
114 H -3.21942 5.92465 -7.60692  C55 1.090
115 H 5.22122 0.32157 4.93718  C59 1.090
116 H 0.96219 1.23410 5.14884  C58 1.090
117 H 6.25271 4.44973 12.38621  C46 1.090
118 H 6.34534 2.43246 8.57856  C37 1.090
119 H 7.06033 0.50171 -1.49045  C22 1.090
120 H 8.93458 4.85461 7.20562  O2 0.960
121 H 3.35051 7.37540 12.72276  C20 1.090
122 H 6.81033 4.55627 6.71886  C47 1.090
123 H 7.82921 2.79463 5.17477  C23 1.090
124 H 0.59324 6.09813 4.09355  C42 1.090
125 H -0.15848 3.26257 -1.06982  C18 1.090
126 H 4.23299 8.18361 5.60937  C29 1.090
127 H 4.24375 5.22904 6.32285  C49 1.090
128 H 7.28645 1.47848 -0.01466  C22 1.090
129 H 5.10873 6.29243 7.32964  C49 1.090
130 H 3.14038 -0.02546 6.40127  O4 0.960
131 H 8.01215 2.61474 11.78677  C30 1.090
132 H -3.25293 -0.01741 3.31337  C32 1.090
133 H -0.66750 5.63823 10.47570  C26 1.090
134 H 1.10337 5.35283 9.11268  N16 1.010
135 H -3.90292 4.02147 -3.57222  C38 1.090
136 H -2.63012 2.38704 8.14384  C53 1.090
137 H 0.47632 2.92863 1.24317  C48 1.090
138 H 4.44725 -2.41417 5.88514  C34 1.090
139 H -1.49538 4.81422 -3.46377  N17 1.010
140 H 5.49416 2.51611 11.07948  C56 1.090
141 H 1.78417 2.26931 3.13067  C44 1.090
142 H 4.39468 6.08937 11.97279  C20 1.090
143 H 6.12804 0.10845 1.71321  C52 1.090
144 H 1.79347 8.26926 11.23888  C41 1.090
145 H 3.95512 7.29179 3.22392  C35 1.090
146 H 3.24540 2.50175 6.24497  N15 1.010
147 H -1.42454 6.74557 9.34223  C26 1.090
148 H 2.40920 4.15299 9.53787  C28 1.090
149 H -0.10149 7.31991 7.38866  O14 0.960
150 H -1.70139 8.11432 4.20414  C33 1.090
151 H 1.01840 8.29762 5.65884  C40 1.090
152 H 0.98123 5.75218 5.72089  C42 1.090
153 H -1.11495 2.59254 7.19166  C53 1.090
154 H -1.85488 4.70123 -7.63895  C55 1.090
155 H 3.10149 4.33214 7.91127  C28 1.090
156 H 4.97350 7.33148 -0.26997  C54 1.090
157 H 6.21305 -1.06050 4.74711  C59 1.090
158 H 5.23328 6.81590 1.40467  C54 1.090
159 H -3.57092 2.87799 -5.85703  C45 1.090
160 H 6.32832 7.39701 5.89247  O1 0.960
161 H -4.09000 -2.45556 4.99474  C43 1.090
162 H 7.94116 4.18658 0.63638  C36 1.090
163 H 1.88855 7.59741 8.62719  C57 1.090
164 H 7.66390 6.87094 0.96145  O3 0.960
165 H 0.79237 4.69781 1.11333  C48 1.090
166 H 0.33908 8.16389 9.26215  C57 1.090
167 H 2.87695 5.71035 12.76450  C20 1.090
168 H 4.73186 1.40393 0.39941  C25 1.090

Summary:
Molecular weight, u: 880.341
Structure (SMILES): COCCNCCOC.COCCNCCOC.COCCNCCOC.CC(C)O.CC(C)O.CC(C)O.CC(C)O.CC(C)O.CC(C)O.CC(C)O.CC(C)O
Charge: 0
Highest occupied orbital energy, Ha: -0.314
HOMO-LUMO gap, eV: 8.96

Calculated relative energies: *one* 23.8; *two* 0.0, given in kJ/mol